C23H47F3N4O3P | ωB97M-V/def2-TZVPD

Structure (XYZ):
```
81
Properties=species:S:1:pos:R:3
C 2.575 0.228 0.808
N 2.536 -0.395 -0.539
C 3.625 0.125 -1.416
C 2.488 -1.851 -0.490
O 2.686 -2.536 0.542
C 2.208 -2.652 -1.867
C 0.659 -2.787 -2.193
C -0.079 -1.353 -2.336
O -1.514 -1.597 -2.191
C -2.274 -0.553 -2.841
C -2.013 0.917 -2.213
C -0.926 1.774 -3.024
C -0.940 3.258 -2.394
F -2.091 3.953 -2.842
F -0.890 3.213 -0.969
F 0.178 4.006 -2.852
P -4.136 -0.913 -2.516
C -4.201 -2.248 -1.170
C -5.006 -1.464 -4.100
N 0.274 -3.634 -3.334
C 1.347 -4.013 -4.267
C 1.844 -2.807 -5.237
C 0.636 -1.904 -5.767
N 0.919 -0.472 -6.021
O -0.520 -2.323 -5.939
H 1.939 -0.348 1.560
H 3.654 0.368 1.184
H 2.115 1.277 0.744
H 3.316 -0.081 -2.505
H 3.676 1.259 -1.328
H 4.617 -0.398 -1.220
H 2.634 -3.704 -1.692
H 2.841 -2.136 -2.654
H 0.173 -3.251 -1.255
H 0.188 -0.648 -1.468
H 0.185 -0.812 -3.301
H -2.046 -0.592 -3.964
H -1.815 0.888 -1.093
H -3.014 1.472 -2.338
H 0.124 1.371 -2.791
H -1.128 1.854 -4.138
H -5.266 -2.455 -0.794
H -3.677 -3.220 -1.472
H -3.621 -1.858 -0.259
H -5.827 -0.694 -4.339
H -4.333 -1.494 -5.026
H -5.539 -2.470 -4.021
H -0.359 -4.399 -3.095
H 2.225 -4.589 -3.806
H 0.873 -4.765 -5.001
H 2.719 -2.221 -4.817
H 2.251 -3.349 -6.171
H 1.030 -0.020 -5.100
H 1.857 -0.445 -6.455
C -1.325 1.732 2.807
C -1.779 2.522 4.027
C -0.692 2.942 5.015
N 0.023 1.816 5.763
C -0.930 0.730 6.206
C 1.178 1.222 4.945
C 2.402 1.989 5.394
C 2.190 2.101 6.886
C 0.713 2.422 7.022
H -0.998 0.724 3.072
H -2.155 1.626 2.105
H -0.512 2.243 2.285
H -2.577 1.978 4.539
H -2.245 3.444 3.663
H -1.171 3.559 5.780
H 0.077 3.546 4.527
H -1.292 0.198 5.327
H -1.751 1.198 6.749
H -0.390 0.040 6.854
H 1.263 0.164 5.204
H 0.983 1.330 3.881
H 2.429 2.981 4.931
H 3.329 1.472 5.140
H 2.818 2.868 7.340
H 2.417 1.150 7.378
H 0.547 3.500 7.020
H 0.270 1.990 7.920
```

Computed properties:
HOMO-LUMO gap in eV: 6.89
E_tot in eV: -54147.778
Total charge: +1

C23H47IN2O10S | ωB97M-V/def2-TZVPD

Structure (XYZ):
```
84
Properties=species:S:1:pos:R:3
N 2.532 -0.095 0.132
C 2.017 -1.393 0.424
N 1.448 -1.344 1.731
O 3.252 -2.183 0.601
S 2.905 -3.626 0.059
O 2.046 -4.349 0.884
O 4.087 -4.208 -0.367
O 2.131 -3.076 -1.220
C 1.220 -2.041 -0.755
C -0.151 -2.658 -0.603
C -1.276 -1.756 -0.067
C -2.378 -2.490 0.702
I -1.662 -3.541 2.434
H 2.539 0.077 -0.853
H 2.019 0.636 0.582
H 0.827 -0.571 1.860
H 1.027 -2.214 2.000
H 1.232 -1.293 -1.523
H -0.092 -3.589 -0.083
H -0.441 -2.918 -1.603
H -1.786 -1.353 -0.923
H -0.934 -0.912 0.486
H -3.054 -1.756 1.082
H -2.939 -3.139 0.069
C -3.327 -0.844 4.424
C -3.467 0.492 3.765
O -2.995 0.713 2.675
C -4.236 1.549 4.522
H -2.775 -1.511 3.767
H -2.797 -0.751 5.376
H -4.316 -1.264 4.591
H -3.748 1.757 5.476
H -5.255 1.205 4.703
H -4.276 2.464 3.937
C 1.170 4.311 -0.796
C 1.964 3.344 -1.622
O 2.159 2.199 -1.274
C 2.534 3.860 -2.915
H 0.843 3.818 0.112
H 1.794 5.161 -0.526
H 0.294 4.662 -1.343
H 3.213 4.689 -2.719
H 1.729 4.190 -3.573
H 3.087 3.066 -3.408
C 6.370 2.578 -2.972
C 6.574 3.928 -3.615
O 5.694 4.750 -3.648
C 7.931 4.206 -4.214
H 5.359 2.508 -2.583
H 6.520 1.787 -3.709
H 7.074 2.445 -2.150
H 8.146 3.484 -5.002
H 8.700 4.141 -3.443
H 7.941 5.205 -4.638
C -1.553 -5.827 -3.531
C -2.122 -4.599 -4.197
O -2.847 -3.838 -3.603
C -1.747 -4.364 -5.639
H -1.905 -5.867 -2.504
H -1.888 -6.723 -4.055
H -0.464 -5.782 -3.530
H -2.084 -5.199 -6.254
H -0.665 -4.257 -5.730
H -2.222 -3.453 -5.991
C -6.419 -2.404 0.473
C -6.117 -2.632 1.933
O -5.438 -1.859 2.561
C -6.698 -3.867 2.573
H -5.942 -1.485 0.144
H -6.037 -3.235 -0.122
H -7.496 -2.316 0.325
H -6.326 -4.759 2.066
H -7.787 -3.842 2.513
H -6.402 -3.907 3.617
C 0.865 4.117 3.287
C 1.491 5.425 2.900
O 1.351 5.892 1.800
C 2.311 6.130 3.952
H 0.304 3.714 2.452
H 1.640 3.401 3.571
H 0.188 4.264 4.120
H 3.144 5.498 4.263
H 1.689 6.362 4.818
H 2.705 7.057 3.543
```

Computed properties:
HOMO-LUMO gap in eV: 9.68
E_tot in eV: -67003.658
Total charge: 0